Entry 1:
Below is a structure of composition C26H36N11O2S3Ta at a distorted geometry, with properties calculated with ωB97M-V with the def2-TZVPD basis set.

Values from the calculation:
**Multiplicity**: 1
**Total energy**: -3016.44081 Ha
**Energy above the lowest of the compared OMol25 structures with the same formula, charge and spin**: 32.9 kcal per mole
**Charge**: +2
**HOMO**: -0.43460 Ha
**F_max**: 2.7 eV/A

Positions of all 79 atoms, in Å:
H 1.8952 -1.6211 6.6105
C -3.4978 -2.3343 0.3702
H 4.1305 -2.5575 -3.7510
H 2.2581 0.6518 6.1929
C 1.2583 -1.2022 5.8240
H 1.8065 -0.9991 -3.0351
C -0.4928 1.3540 -3.9599
C 1.5632 4.5683 -3.1527
C -2.8501 -1.1095 0.3897
C 1.8609 0.1146 5.3302
C 2.4084 -3.0401 -2.6956
C 0.4088 4.1223 -1.3192
H -0.1554 2.4931 2.8019
H 3.1582 -1.1720 -1.8879
C 1.1777 0.0523 2.2657
H -2.3617 4.6225 -3.0954
N 1.0531 -4.1365 3.6511
H 0.8016 -3.5585 6.8186
C 1.3830 1.7500 -5.4164
C -4.8381 -2.4332 0.0246
H -1.5497 1.2188 -3.7921
C 0.8745 1.0550 4.6335
N -5.8348 -4.7891 -0.0509
H 1.2212 -3.6434 2.7887
H 0.0757 1.3236 5.3327
H -0.2280 5.0551 -4.3335
C -5.5560 -1.2651 -0.2873
Ta -0.3715 1.1699 0.1821
C 0.1914 0.5431 3.3521
H 1.4191 1.9693 4.3823
N 1.1759 -2.1395 4.7198
C -5.4255 -3.7195 -0.0202
S -2.8340 1.6482 0.1221
H 2.4287 4.7210 -3.7632
N -0.4583 4.4685 -2.2838
H -5.4731 0.8657 -0.4588
H 3.3185 1.7354 -4.4907
C 1.0332 -3.4446 4.7972
C 2.1950 -1.5877 -2.1949
H -1.5179 1.6846 3.2003
O 1.6930 -1.0679 2.3521
C 0.0169 1.5921 -5.2195
C -6.9179 -1.3464 -0.6610
H 2.7000 -0.1059 4.6668
N 3.2224 -2.9992 -3.9444
C -1.8854 4.5418 -2.1216
N 1.6463 4.1819 -1.8442
H -2.9419 -3.2273 0.6090
S 0.0593 3.7631 0.3030
H 0.7802 -5.0771 6.0151
H 0.9555 -5.1352 3.6235
H 0.2617 -1.0261 6.2464
H -0.4624 -0.3072 3.5862
C 1.7525 1.4274 -3.0683
H -2.2418 3.6474 -1.6055
C -3.5685 0.0610 0.0953
N -8.0211 -1.4101 -0.9610
N -0.6245 1.5880 2.7204
N 0.8563 -4.0768 5.9591
S -1.1477 -1.1271 0.8207
H 2.4011 1.3566 -2.2064
H 2.7367 -2.4240 -4.6464
H 1.4415 -3.4959 -2.9146
H 0.3776 -1.8715 -1.3000
H 1.6257 -1.7769 -0.2186
C 0.3639 1.3007 -2.8444
H 2.4850 3.9449 -1.3378
O 1.3767 0.8382 1.2997
H 1.3779 -1.7375 3.7742
C 2.2499 1.6452 -4.3363
H -0.6539 1.6607 -6.0626
N -0.0874 1.1779 -1.5968
N 1.2747 -1.4424 -1.1075
H 3.3899 -3.9326 -4.3399
H -2.1575 5.4137 -1.5233
C 0.2465 4.7428 -3.4251
C -4.9182 -0.0332 -0.2340
H 1.7639 1.9498 -6.4051
H 2.9215 -3.6473 -1.9487

Mulliken population analysis, charges in e, atoms 1 to 4: 0.6922 -1.0521 0.3630 0.4409



Entry 2:
Below is the molecule C4H9N3O at a distorted geometry, with properties calculated with ωB97M-V with the def2-TZVPD basis set.

Values from the calculation:
**Multiplicity**: 1
**Total energy**: -397.18663 Ha
**Energy above the lowest of the compared OMol25 structures with the same formula, charge and spin**: 102.9 kcal per mole
**HOMO**: -0.30394 Ha
**F_max**: 4.8 eV/A
**Structure (SMILES)**: [H]/N=N/C(N)=C(\C)OC

Positions of all 17 atoms, in Å:
C -2.4030 -0.2634 -0.2531
C 0.3555 0.7267 0.0557
C 0.0832 -0.5534 0.1711
C 0.8300 -1.8062 -0.0868
N -0.2464 1.8672 0.4809
H 1.8870 -1.6109 -0.3026
H 0.2624 2.6940 0.1832
H -2.7130 0.7326 0.0913
N 1.8404 0.8642 -0.5509
H 0.7769 -2.4499 0.7959
N 2.7889 1.0655 0.2001
O -1.4040 -0.8271 0.5675
H -0.7215 1.7689 1.3696
H -3.2929 -0.9039 -0.2065
H 0.3732 -2.3432 -0.9233
H -2.1033 -0.2106 -1.3095
H 3.6866 1.2497 -0.2825

Mulliken population analysis, charges in e, atoms 1 to 4: -0.6610 0.3881 0.3529 -1.0649



Entry 3:
Below is the molecule C4H7NO at a distorted geometry, with properties calculated with ωB97M-V with the def2-TZVPD basis set.

Values from the calculation:
**Multiplicity**: 1
**Total energy**: -286.57068 Ha
**Energy above the lowest of the compared OMol25 structures with the same formula, charge and spin**: 38.3 kcal per mole
**HOMO**: -0.37946 Ha
**F_max**: 1.2 eV/A
**Structure (SMILES)**: COCCC#N

Positions of all 13 atoms, in Å:
H -1.8880 -1.2169 -0.8227
C 1.7998 0.3214 0.3662
H -0.5664 -1.5348 0.2897
H -0.3075 1.2190 -0.6103
N -2.4897 0.5457 1.7074
H 2.5804 -0.3770 0.6767
H 2.2683 1.2752 0.0927
C -0.1867 0.1781 -0.9226
C -1.1691 -0.7379 -0.1531
O 1.1364 -0.2479 -0.7412
H -0.3905 0.1309 -1.9950
C -1.9139 -0.0470 0.8966
H 1.1269 0.4910 1.2155

Mulliken population analysis, charges in e, atoms 1 to 4: 0.3022 -0.6593 0.2543 0.4259



Entry 4:
Below is a cluster of 6 separate species, H14NO5 in total at a distorted geometry, with properties calculated with ωB97M-V with the def2-TZVPD basis set.

Values from the calculation:
**Multiplicity**: 2
**Total energy**: -439.21838 Ha
**Energy above the lowest of the compared OMol25 structures with the same formula, charge and spin**: 18.0 kcal per mole
**HOMO (spin up / spin down)**: -0.09805 / -0.41826 Ha
**F_max**: 1.7 eV/A
**⟨S²⟩**: 0.750

Positions of all 20 atoms, in Å:
H 0.7091 -2.7597 -3.2008
H -0.6204 -1.4536 1.4710
H 3.7195 3.2669 0.0099
H -2.1953 -2.9357 -1.8150
O 0.5546 -3.3893 -2.4919
O 1.1687 0.9560 1.7968
H -1.1957 3.3068 1.1831
H 0.7460 1.6398 2.3297
H -1.5422 -0.0881 0.9374
H 3.1349 2.8911 -1.3221
H 1.1792 -4.1087 -2.6279
O -1.7730 2.5543 1.3612
H -2.5373 2.9636 1.7839
H 1.8472 0.5595 2.3558
H -2.8261 -1.7343 -1.1809
H 0.1600 -0.3184 0.5334
H -1.0668 -1.1738 -0.1598
N -0.7570 -0.7385 0.7392
O -2.1371 -2.4042 -1.0051
O 2.9090 2.9282 -0.3865

Mulliken population analysis, charges in e, atoms 1 to 4: 0.3604 0.7523 0.3254 0.3183



Entry 5:
Below is a structure of composition C37H55N2O3PtSSbSe2Si3 at a distorted geometry, with properties calculated with ωB97M-V with the def2-TZVPD basis set.

Values from the calculation:
**Multiplicity**: 1
**Total energy**: -8207.25044 Ha
**Energy above the lowest of the compared OMol25 structures with the same formula, charge and spin**: 54.2 kcal per mole
**Charge**: -2
**HOMO**: -0.01279 Ha
**F_max**: 1.8 eV/A

Positions of all 105 atoms, in Å:
C 1.2203 -2.4615 -5.0763
H -1.2443 -4.7949 4.1189
H 2.4543 1.1632 -4.6102
C -4.8146 -0.7423 0.8562
H -5.6412 -0.6276 0.1614
C -2.0081 4.9302 -0.0531
C -3.8099 -3.0205 -0.9657
H 2.2434 -3.2701 0.5690
H -3.9429 -4.8342 3.2721
H 3.4215 -0.2508 -6.4001
H 3.3434 -0.6993 -2.4231
C -2.5189 0.4620 4.3451
S 3.0591 -3.0272 -7.0678
C 0.6850 0.3834 -2.7711
H -2.6891 -1.6232 3.9512
C -1.9955 -0.5715 2.2205
Si 2.8587 0.1045 -0.0884
H 0.6674 -0.4703 5.3411
H -4.5941 0.2370 1.2668
C 2.1118 0.1468 -4.7522
C -1.7453 -4.9227 0.9566
C -1.1005 7.1772 -0.5462
H 3.5220 -3.2564 -4.1687
H 4.1374 -1.7153 -1.2313
H -2.9622 -3.5136 -1.4284
H -0.1860 7.7641 -0.7318
H 4.0792 0.1307 2.1443
C 1.3867 -3.1224 1.2193
H -4.4961 -2.7378 -1.7572
H 0.2252 6.1741 -2.3430
H -1.3747 -5.7900 1.4958
C -2.7545 -0.2518 -1.4176
Sb 0.0413 -1.7796 0.0886
H 4.2945 1.7620 -1.3214
H -0.9983 -4.6452 0.2216
H -2.2918 2.6124 4.3474
C -1.9313 -1.7607 1.3349
H -4.6083 -3.9132 1.9396
C -2.4196 -0.6628 3.5430
C -1.0239 -3.8157 3.7006
C 2.2462 1.8779 3.5282
C 0.7549 -0.3540 3.2090
C 0.4049 1.1139 -1.8333
N -1.7199 0.6446 1.6814
C 2.6464 -0.6376 -5.7484
C 2.2142 -1.9505 -5.9091
H 2.5924 2.2217 -1.3673
H 2.4301 -1.9359 -1.5936
H -2.6302 -5.2362 0.4164
H -5.1436 -1.3814 1.6692
Si -3.2669 -1.4337 -0.0319
H -4.3217 -3.7369 -0.3340
N 1.9930 1.4722 2.3057
H -4.2867 -3.1307 3.4649
H -3.5791 0.3647 -1.7694
Se -2.3073 3.1224 -0.7718
C 1.1369 -0.3633 -3.8778
H -1.1771 -3.0849 4.4866
H 0.3897 3.4782 -1.5444
C 4.1479 -0.4575 1.2365
O 0.7578 4.3127 -1.9008
H 2.8487 2.7770 3.5916
C 1.0277 0.0863 4.4820
H 0.0709 6.0495 1.4827
H -2.3423 -0.7846 -2.2699
H -2.8819 5.4883 -0.4005
Pt -0.2805 1.4070 0.0028
H 0.9371 -4.0879 1.4153
H -1.7833 7.3330 -1.3981
C -1.8636 1.7270 2.4498
H -1.6714 2.6772 1.9680
H 5.1532 -0.3457 0.8406
H 2.0515 1.5922 5.6547
Se 0.9289 3.7218 1.1526
H 0.9090 -3.4914 -5.1979
C 3.2149 -1.1935 -1.4673
H 3.5140 2.4962 0.0870
H 0.0290 -3.7990 3.4494
H 0.1814 -1.2585 3.0618
H 3.7678 -4.8847 -4.8010
H -2.8271 0.3758 5.3790
C -0.2300 5.2868 -1.8767
C 4.5313 -3.3565 -6.0693
H 4.0094 -1.5020 1.5011
H -0.0772 -2.0728 -3.4189
H -1.1023 4.9909 -2.4804
C 1.1287 -0.0093 0.7070
H -1.9858 0.4449 -1.0573
Si -2.1260 -3.4776 2.1599
H 5.1437 -3.9709 -4.1347
C 0.6815 -1.6733 -4.0827
H 1.2808 6.0265 0.1789
C -3.9115 -3.8717 2.7686
C 1.2410 0.3684 2.0989
O 5.6538 -3.1963 -6.5286
C 0.3770 5.5409 0.5625
O -1.7167 7.6232 0.6476
H -2.0664 4.8678 1.0345
C -0.7387 5.6790 -0.4658
H 1.7357 -2.6759 2.1446
H -1.8609 8.5729 0.5757
C 1.7986 1.2309 4.6672
C -2.2291 1.6998 3.7731
C 3.3773 1.8117 -0.7408
C 4.2204 -3.8959 -4.7035

Mulliken population analysis, charges in e, atoms 1 to 4: -0.4258 0.5172 0.5124 -1.1237



Entry 6:
Below is the molecule C21H18N2O6S, with properties calculated with ωB97M-V with the def2-TZVPD basis set.

Values from the calculation:
**Multiplicity**: 1
**Total energy**: -1770.21788 Ha
**Energy above the lowest of the compared OMol25 structures with the same formula, charge and spin**: 46.4 kcal per mole
**HOMO**: -0.30311 Ha
**F_max**: 1.0 eV/A
**Structure (SMILES)**: COc1ccc(NS(=O)(=O)c2cccc(C(=O)Nc3cccc(C(=O)O)c3)c2)cc1

Positions of all 48 atoms, in Å:
C 6.7099 0.3352 -1.6157
C -3.9054 -0.2797 0.1445
H -2.5322 2.1007 2.3973
C -1.1454 1.6603 0.8508
C -4.9668 -1.1343 0.3911
O -6.7237 -2.5563 -0.5372
C 5.8521 1.3308 -2.0467
C 6.3111 -0.5078 -0.5823
H 0.3533 1.1796 -0.5584
H -5.8358 -1.8436 -2.7854
O -1.4190 3.1274 -1.2915
C 4.6126 1.4885 -1.4561
C -0.7018 1.2295 3.1537
H -3.3658 0.1536 0.9702
C 7.1946 -1.5901 -0.0891
H 4.7800 -1.0212 0.8177
O 8.3829 -1.6315 -0.7165
H -6.3869 -3.4013 1.3293
C -1.5559 1.7022 2.1684
C 5.0644 -0.3570 0.0179
C 0.1023 1.1960 0.4912
C 0.9720 0.7479 1.4800
O -3.4292 2.7480 0.0996
H -5.2309 -1.3477 1.4144
O 6.9097 -2.3712 0.7820
H 7.6787 0.2058 -2.0699
C -5.2866 -1.3975 -1.9719
N 2.9416 0.8608 0.1296
C -4.2389 -0.5366 -2.2135
H -1.0103 1.2400 4.1877
H -7.4982 -2.0016 1.3073
C -3.5352 0.0324 -1.1546
C -5.6695 -1.7030 -0.6650
H 6.1491 1.9905 -2.8478
S -2.2046 2.2626 -0.4588
H 8.9151 -2.3559 -0.3525
H 2.4270 1.6222 -0.2922
H -3.9579 -0.3025 -3.2300
H 3.9479 2.2698 -1.7984
C 0.5487 0.7484 2.8080
C -7.1659 -2.8875 0.7568
H 1.2253 0.3705 3.5597
N -2.4514 0.8868 -1.3890
H -2.2610 1.0682 -2.3629
C 4.2084 0.6469 -0.4181
C 2.3472 0.2287 1.1834
H -8.0102 -3.5604 0.6154
O 2.8544 -0.6465 1.8476

Mulliken population analysis, charges in e, atoms 1 to 4: -0.6855 0.0609 0.5570 0.0054



Entry 7:
Below is a cluster of 2 separate species, C9H14 in total at a distorted geometry, with properties calculated with ωB97M-V with the def2-TZVPD basis set.

Values from the calculation:
**Multiplicity**: 1
**Total energy**: -351.30694 Ha
**Energy above the lowest of the compared OMol25 structures with the same formula, charge and spin**: 14.6 kcal per mole
**HOMO**: -0.32918 Ha
**F_max**: 1.7 eV/A
**Structure (SMILES)**: Cc1ccccc1.CC

Positions of all 23 atoms, in Å:
H -3.4768 -2.6452 -1.6036
H -2.3764 -2.7978 -0.2901
H 0.5531 2.6704 -1.4782
H -2.1513 -0.1340 -0.5224
H -0.0843 -1.6130 0.3737
H -1.1422 -1.2514 -1.4149
H 1.6008 -2.0206 0.5372
C -2.1539 -0.8836 -1.3088
H -2.6466 -0.3708 -2.1359
C -3.0101 -2.0702 -0.8066
H 3.1925 2.5404 1.8705
H 1.9799 3.8889 0.2226
C 2.2609 0.6779 1.3510
C 0.9427 2.1926 -0.5868
H -3.7044 -1.7465 -0.0387
H 0.6587 -1.5689 1.9345
H 2.6959 0.1681 2.2034
C 2.5600 2.0254 1.1518
C 0.5879 0.8856 -0.3285
C 0.8316 -1.3231 0.8822
C 1.8915 2.8136 0.2484
H -0.2110 0.4549 -0.9148
C 1.2016 0.1072 0.6538

Mulliken population analysis, charges in e, atoms 1 to 4: 0.3217 0.2674 0.3662 0.3155



Entry 8:
Below is a structure of composition C20H13AsCl5LuN6O6S at a distorted geometry, with properties calculated with ωB97M-V with the def2-TZVPD basis set.

Values from the calculation:
**Multiplicity**: 1
**Total energy**: -7720.61858 Ha
**Energy above the lowest of the compared OMol25 structures with the same formula, charge and spin**: 24.6 kcal per mole
**HOMO**: -0.29772 Ha
**F_max**: 5.3 eV/A

Positions of all 53 atoms, in Å:
H -3.5634 2.7142 3.2448
C 0.9719 -3.2069 2.2548
C -2.6508 -0.4222 2.3878
O -1.7343 -2.6756 1.4722
C -0.0794 -0.3428 -3.0421
C -2.6349 0.9589 2.4541
H -1.4883 -1.7657 -3.2686
H -1.4525 -0.9832 -1.6901
C 0.6339 -4.5047 1.9053
C 2.8227 4.5057 -1.2836
Lu 0.5805 0.2498 0.3619
C 0.8073 -4.9580 0.5953
N -1.1360 -1.0509 -2.6547
Cl 2.0488 -1.5719 -1.1554
C 1.4882 0.1786 -4.5807
C 2.3378 3.5738 -2.1870
C 1.3009 -4.0876 -0.3715
C -3.6248 -1.1426 3.0561
H 3.3820 4.8019 0.7686
C 1.4334 1.2933 -2.6345
H -5.3346 -1.0468 4.3395
N 2.1041 1.9461 -0.4336
H 3.0774 5.5082 -1.6013
N 2.1203 -0.0778 -5.7258
H -5.3094 1.4192 4.4720
H 2.2159 3.8045 -3.2332
C -4.5860 -0.4819 3.8004
H 2.7702 2.4798 1.4324
Cl 0.6924 -2.6081 3.8301
C -3.6020 1.6305 3.1958
O -1.3071 3.5989 2.0455
H 1.7832 -0.8036 -6.3320
N 0.4246 -0.5494 -4.2555
O -1.1161 2.0178 -0.1433
C 2.6292 2.8290 0.4148
C 1.9807 2.3163 -1.7176
H -3.5868 -2.2198 2.9779
O 0.3324 1.3617 2.0348
H 2.9290 0.4671 -5.9707
N 0.4302 0.5549 -2.1554
O 1.6719 -1.0365 1.5400
Cl -0.0517 -5.5421 3.0646
Cl 1.5261 -4.6148 -1.9822
N 1.9909 1.1718 -3.8175
C 1.4269 -2.2766 1.2906
C -4.5693 0.9045 3.8760
Cl 0.3885 -6.5579 0.1647
C 1.5878 -2.7826 -0.0167
O -1.1466 -0.6383 0.2671
C 2.9906 4.1154 0.0358
S -1.2199 -1.3199 1.6723
H -1.5406 2.8441 -0.4123
As -1.1453 2.0223 1.7102

Mulliken population analysis, charges in e, atoms 1 to 4: 0.5119 0.4572 0.2029 -0.7473